(1)
C19H25ClN4O | ωB97M-V/def2-TZVPD

Each line ends with the Löwdin charge.
CARTESIAN COORDINATES (ANGSTROEM)
O -1.36 -1.86 -1.32  0.05
C -0.86 -0.76 -1.17  -0.52
N -0.77 0.14 -2.20  0.10
C -1.48 -0.10 -3.44  -0.33
C -0.69 0.47 -4.62  -0.16
C -1.42 0.20 -5.93  -0.20
C -2.83 0.80 -5.89  -0.21
C -3.62 0.23 -4.72  -0.20
C -2.89 0.50 -3.41  -0.15
N -0.39 -0.34 0.05  -0.05
C 0.60 0.70 0.26  -0.15
C 2.01 0.10 0.33  -0.12
C 2.10 -0.98 1.42  -0.25
C 2.01 -0.40 2.79  -0.30
N 1.59 0.79 3.11  0.18
C 1.67 0.87 4.47  -0.22
C 1.35 1.91 5.34  -0.01
C 1.54 1.71 6.69  -0.12
C 2.04 0.50 7.17  -0.68
Cl 2.26 0.31 8.88  0.66
C 2.38 -0.55 6.34  -0.05
C 2.18 -0.35 4.99  -0.19
N 2.39 -1.13 3.88  0.17
C 0.97 -2.01 1.21  -0.12
C -0.38 -1.31 1.12  -0.14
H -0.65 1.12 -1.97  0.12
H -1.56 -1.19 -3.53  0.15
H 0.30 0.03 -4.64  0.11
H -0.58 1.55 -4.48  0.12
H -1.49 -0.88 -6.08  0.12
H -0.86 0.62 -6.76  0.11
H -3.34 0.59 -6.83  0.11
H -2.75 1.89 -5.79  0.11
H -3.74 -0.84 -4.85  0.12
H -4.61 0.68 -4.69  0.11
H -3.45 0.07 -2.57  0.12
H -2.82 1.58 -3.24  0.12
H 0.57 1.44 -0.54  0.11
H 0.39 1.19 1.21  0.11
H 2.73 0.89 0.54  0.12
H 2.26 -0.36 -0.64  0.12
H 3.07 -1.49 1.33  0.15
H 0.96 2.84 4.96  0.11
H 1.30 2.49 7.39  0.10
H 2.76 -1.48 6.73  0.11
H 2.75 -2.07 3.88  0.17
H 0.96 -2.74 2.02  0.11
H 1.15 -2.55 0.27  0.12
H -1.17 -2.04 0.91  0.12
H -0.60 -0.79 2.06  0.13

Summary:
Total energy, eV: -40641.6453
SMILES string: O=C(NC1CCCCC1)N1CCC(c2nc3ccc(Cl)cc3[nH]2)CC1
Lowest unoccupied orbital energy, eV: 0.6091
Maximum force, eV Å⁻¹: 0.86

(2)
C4H3I | ωB97M-V/def2-TZVPD

Each line ends with the Löwdin charge.
CARTESIAN COORDINATES (ANGSTROEM)
C -1.04 1.85 -1.74  -0.08
C -1.87 2.51 -2.28  -0.86
C -0.07 -0.09 0.48  -0.04
C -0.36 0.09 -0.75  -0.01
I -2.90 4.03 -3.13  0.80
H 0.27 -1.13 0.67  0.10
H 0.03 0.80 1.02  0.06
H -0.52 -0.45 -1.62  0.03

Summary:
Total energy, eV: -12290.9265
Lowest unoccupied orbital energy, eV: 0.2314
Maximum force, eV Å⁻¹: 6.16

(3)
C20H17F6NO3 | ωB97M-V/def2-TZVPD

Each line ends with the Löwdin charge.
CARTESIAN COORDINATES (ANGSTROEM)
C 0.65 2.22 4.64  -0.09
C -0.15 1.12 3.98  -0.27
O -1.13 1.75 3.13  -0.03
C -1.84 0.79 2.42  -0.55
N -2.81 1.41 1.72  0.13
C -3.63 0.72 0.92  -0.56
C -4.75 1.58 0.34  -0.04
O -3.60 -0.49 0.62  -0.02
O -1.51 -0.40 2.52  -0.01
H 1.39 1.78 5.31  0.07
H 1.18 2.83 3.90  0.08
H 0.02 2.90 5.22  0.08
H 0.51 0.47 3.38  0.12
H -0.67 0.51 4.74  0.12
H -4.60 2.65 0.50  0.07
H -4.85 1.38 -0.73  0.07
H -5.70 1.29 0.82  0.07
F -3.00 -4.13 -5.62  0.12
C -2.81 -2.89 -5.08  -0.51
F -1.70 -2.37 -5.68  0.12
F -3.87 -2.12 -5.47  0.13
C -2.68 -2.94 -3.58  -0.09
C -1.84 -2.04 -2.94  0.03
C -1.72 -2.09 -1.57  0.04
C -2.44 -3.04 -0.77  -0.16
C -2.20 -3.01 0.62  0.14
C -2.69 -3.85 1.66  -0.14
C -3.23 -5.16 1.50  0.02
C -3.64 -5.91 2.60  0.02
C -3.42 -5.41 3.88  -0.09
C -3.76 -6.24 5.09  -0.51
F -2.77 -6.17 6.04  0.12
F -4.91 -5.80 5.69  0.13
F -3.93 -7.56 4.80  0.12
C -2.90 -4.14 4.09  0.02
C -2.58 -3.36 3.00  0.06
C -3.36 -3.88 -1.47  0.04
C -3.43 -3.87 -2.86  0.02
H -1.27 -1.31 -3.51  0.14
H -1.08 -1.39 -1.04  0.14
H -1.57 -2.19 0.97  0.11
H -3.30 -5.59 0.50  0.11
H -4.11 -6.88 2.47  0.13
H -2.75 -3.76 5.10  0.14
H -2.23 -2.34 3.14  0.11
H -4.05 -4.52 -0.91  0.11
H -4.06 -4.58 -3.39  0.13

Summary:
Total energy, eV: -44952.3214
Lowest unoccupied orbital energy, eV: -3.4508
Maximum force, eV Å⁻¹: 1.60

(4)
C47H78FIN11O | ωB97M-V/def2-TZVPD

Each line ends with the Löwdin charge.
CARTESIAN COORDINATES (ANGSTROEM)
C 0.17 -1.79 3.51  -0.09
C -0.62 -2.50 2.34  -0.17
C 0.20 -2.70 1.00  -0.22
F 1.54 -2.21 1.09  -0.04
C -0.51 -2.03 -0.28  -0.19
C -0.23 -3.03 -1.49  -0.09
C 1.12 -2.54 -2.14  -0.17
N 0.82 -1.24 -2.79  0.07
C 0.23 -0.32 -1.84  -0.22
N -0.20 0.81 -2.33  0.10
C -0.10 1.23 -3.76  -0.21
C 0.04 2.81 -3.88  -0.70
C 0.52 3.05 -5.38  -0.22
I 1.69 3.54 -2.64  0.80
N 0.17 -0.74 -0.51  -0.01
C -0.13 0.31 0.46  -0.11
C -1.67 0.61 0.71  -0.06
C -2.03 2.12 0.74  -0.42
O -1.74 2.90 -0.14  0.08
N -2.81 2.66 1.87  0.08
C -4.18 2.18 1.72  -0.23
C -4.89 2.23 0.43  -0.03
C -6.26 1.71 0.29  -0.07
C -6.99 1.12 1.41  -0.08
C -6.30 1.10 2.71  -0.07
C -4.94 1.62 2.86  -0.03
H -0.09 -0.69 3.47  0.06
H -0.21 -2.15 4.50  0.06
H 1.27 -1.99 3.51  0.09
H -1.58 -1.99 2.12  0.09
H -0.90 -3.53 2.72  0.10
H 0.32 -3.81 0.86  0.15
H -1.62 -1.98 -0.18  0.15
H -0.21 -4.10 -1.18  0.12
H -1.10 -2.91 -2.20  0.13
H 1.97 -2.51 -1.42  0.12
H 1.36 -3.28 -2.96  0.12
H 1.68 -0.81 -3.13  0.15
H -0.65 1.49 -1.71  0.11
H 0.79 0.81 -4.29  0.08
H -1.08 0.92 -4.22  0.15
H -0.92 3.35 -3.67  0.06
H 0.75 4.13 -5.56  0.06
H 1.49 2.49 -5.55  0.05
H -0.21 2.62 -6.12  0.08
H 0.33 0.08 1.46  0.13
H 0.34 1.29 0.14  0.13
H -2.04 0.14 1.66  0.11
H -2.30 0.13 -0.10  0.14
H -2.50 2.22 2.75  0.13
H -4.38 2.65 -0.47  0.10
H -6.78 1.76 -0.70  0.10
H -8.02 0.70 1.31  0.10
H -6.87 0.68 3.58  0.10
H -4.49 1.54 3.88  0.11
C -1.17 5.71 2.03  -0.11
C -2.21 6.73 1.59  -0.26
C -1.96 8.12 2.16  -0.18
C -2.00 8.08 3.65  -0.23
N -2.04 8.04 4.80  0.15
H -1.18 5.57 3.11  0.07
H -1.38 4.74 1.58  0.03
H -0.17 6.02 1.73  0.08
H -3.20 6.38 1.89  0.11
H -2.21 6.79 0.50  0.10
H -2.72 8.82 1.81  0.12
H -0.98 8.50 1.84  0.11
C 0.02 11.70 3.12  -0.10
C 0.61 10.46 3.79  -0.28
C 1.97 10.73 4.46  -0.18
C 2.95 11.18 3.44  -0.23
N 3.71 11.54 2.65  0.14
H 0.66 12.06 2.31  0.07
H -0.95 11.46 2.69  0.07
H -0.11 12.50 3.84  0.08
H 0.72 9.67 3.04  0.10
H -0.09 10.09 4.55  0.09
H 2.34 9.82 4.93  0.12
H 1.87 11.50 5.23  0.12
C 2.03 -5.98 7.50  -0.11
C 2.22 -4.58 6.93  -0.26
C 0.90 -3.88 6.60  -0.18
C 0.14 -4.67 5.59  -0.23
N -0.44 -5.28 4.81  0.15
H 1.54 -6.64 6.79  0.07
H 3.00 -6.42 7.75  0.08
H 1.43 -5.95 8.42  0.08
H 2.84 -4.65 6.02  0.11
H 2.78 -3.97 7.64  0.11
H 1.09 -2.88 6.20  0.10
H 0.29 -3.78 7.50  0.12
C 3.26 -2.70 -6.74  -0.10
C 1.79 -3.10 -6.66  -0.26
C 0.88 -2.20 -7.50  -0.17
C 0.98 -0.79 -7.03  -0.18
N 1.06 0.30 -6.67  0.18
H 3.43 -1.70 -6.35  0.07
H 3.87 -3.39 -6.14  0.07
H 3.62 -2.74 -7.77  0.08
H 1.47 -3.06 -5.61  0.09
H 1.68 -4.13 -6.99  0.11
H -0.15 -2.53 -7.42  0.12
H 1.17 -2.24 -8.55  0.12
C 2.50 -6.81 -1.18  -0.10
C 3.70 -6.09 -0.57  -0.28
C 4.20 -4.93 -1.43  -0.18
C 4.63 -5.43 -2.76  -0.23
N 4.96 -5.82 -3.79  0.14
H 2.76 -7.27 -2.14  0.07
H 2.16 -7.61 -0.52  0.06
H 1.67 -6.12 -1.34  0.06
H 4.50 -6.80 -0.41  0.05
H 3.41 -5.71 0.42  0.11
H 5.04 -4.43 -0.94  0.12
H 3.40 -4.19 -1.57  0.08
C 2.38 -10.93 1.58  -0.11
C 3.53 -11.37 0.67  -0.26
C 4.89 -10.84 1.14  -0.17
C 4.88 -9.35 1.14  -0.18
N 4.88 -8.20 1.15  0.16
H 2.27 -9.85 1.59  0.06
H 1.44 -11.36 1.22  0.07
H 2.55 -11.27 2.60  0.08
H 3.33 -11.02 -0.35  0.11
H 3.57 -12.46 0.64  0.11
H 5.68 -11.18 0.47  0.12
H 5.12 -11.20 2.14  0.12
C -4.90 4.89 -5.16  -0.11
C -4.38 4.63 -3.75  -0.27
C -3.51 5.78 -3.22  -0.18
C -2.32 5.96 -4.10  -0.22
N -1.40 6.10 -4.77  0.17
H -4.09 4.97 -5.88  0.07
H -5.54 4.07 -5.48  0.07
H -5.49 5.81 -5.20  0.08
H -3.81 3.70 -3.75  0.10
H -5.23 4.49 -3.07  0.11
H -3.17 5.55 -2.21  0.11
H -4.07 6.71 -3.19  0.12

Summary:
Total energy, eV: -79252.1879
Lowest unoccupied orbital energy, eV: -2.3567
Total charge: +1
Maximum force, eV Å⁻¹: 3.24

(5)
C3H8N2PS | ωB97M-V/def2-TZVPD

Each line ends with the Löwdin charge.
CARTESIAN COORDINATES (ANGSTROEM)
C 0.22 0.42 -0.06  -0.45
C -1.60 -1.10 0.39  -0.17
C -2.20 0.02 -0.46  -0.40
N -0.19 -0.84 0.23  0.00
N 1.73 1.12 0.22  -0.30
P 3.05 0.15 -0.40  0.77
S -1.14 1.47 -0.37  1.04
H -1.84 -1.19 1.40  0.12
H -1.90 -1.95 -0.19  0.13
H -2.32 -0.17 -1.54  0.10
H -3.15 0.54 -0.12  0.10
H 0.38 -1.56 0.75  0.20
H 1.55 2.02 -0.18  0.03
H 3.57 -0.33 0.80  -0.12
H 3.85 1.40 -0.46  -0.05

Summary:
Total energy, eV: -26336.0699
Lowest unoccupied orbital energy, eV: -4.5040
Total charge: +1
Maximum force, eV Å⁻¹: 6.75

(6)
C2H3N3 | ωB97M-V/def2-TZVPD

Each line ends with the Löwdin charge.
CARTESIAN COORDINATES (ANGSTROEM)
H -0.13 1.38 1.55  0.08
N -0.28 1.64 0.55  0.13
C -0.13 0.47 0.10  -0.45
N -0.07 -0.10 -1.31  0.00
C -0.34 -0.88 0.88  -0.17
N -0.30 -1.93 1.39  0.13
H 0.61 -1.09 -1.22  0.16
H 0.63 0.52 -1.93  0.12

Summary:
Total energy, eV: -6590.4463
SMILES string: [H]/N=C(/N)C#N
Lowest unoccupied orbital energy, eV: 0.2075
Maximum force, eV Å⁻¹: 5.49

(7)
C4H7BBrCuIO3P | ωB97M-V/def2-TZVPD

Each line ends with the Löwdin charge.
CARTESIAN COORDINATES (ANGSTROEM)
C 3.04 -0.38 -0.29  -0.15
C 1.74 0.01 0.47  -0.72
I 1.45 -1.43 2.09  0.86
C 0.57 -0.02 -0.55  -0.23
B -0.81 0.42 0.04  -0.36
C -1.11 1.99 0.28  -0.56
O -0.77 2.56 1.24  0.19
O -1.77 2.57 -0.72  0.22
P -2.27 -0.77 0.51  0.55
O -3.37 -0.55 -0.80  -0.39
Br -1.64 -2.89 0.44  0.37
H 3.92 0.14 0.10  0.09
H 3.20 -1.46 -0.24  0.06
H 2.90 -0.16 -1.35  0.08
H 1.84 0.98 0.96  0.08
H 0.84 0.70 -1.34  0.13
H 0.45 -1.01 -1.02  0.10
H -3.42 0.42 -0.92  0.05
Cu -4.79 -1.12 1.10  0.63

Summary:
Total energy, eV: -143141.9794
Expectation value of S²: 0.760
Lowest unoccupied orbital energy (alpha / beta), eV: -6.0717 / -6.8967
Total charge: +1
Maximum force, eV Å⁻¹: 3.56
Multiplicity: 2

(8)
C4H8O | ωB97M-V/def2-TZVPD

Each line ends with the Löwdin charge.
CARTESIAN COORDINATES (ANGSTROEM)
C 1.34 0.44 -0.55  -0.07
C -0.15 0.00 -0.64  -0.27
C -0.40 -1.23 0.15  -0.10
C -1.09 0.02 0.60  -0.32
O -0.62 1.00 1.50  -0.05
H 1.79 0.30 0.44  0.08
H 1.56 1.47 -0.87  0.07
H 1.91 -0.21 -1.24  0.08
H -0.58 0.20 -1.61  0.12
H 0.40 -1.67 0.73  0.11
H -1.09 -1.93 -0.32  0.11
H -2.15 -0.17 0.83  0.15
H -0.92 1.77 0.98  0.10

Summary:
Total energy, eV: -6323.0094
SMILES string: C[C@H]1C[C@H]1O
Lowest unoccupied orbital energy, eV: 1.0234
Maximum force, eV Å⁻¹: 1.64

(9)
C2H10NO2S | ωB97M-V/def2-TZVPD

Each line ends with the Löwdin charge.
CARTESIAN COORDINATES (ANGSTROEM)
C -0.13 0.40 0.56  -0.34
C -0.81 -0.27 -0.63  -0.79
S 0.25 -0.67 -2.14  0.05
N 0.95 1.42 0.15  -0.05
H 0.35 -0.37 1.25  0.09
H -0.98 1.05 1.20  0.13
H -1.68 0.25 -1.12  0.03
H -1.21 -1.17 -0.20  -0.01
H 0.65 2.18 -0.39  0.02
H 1.55 0.88 -0.40  -0.03
H 2.34 0.60 1.60  -0.07
H 2.39 -0.24 2.82  -0.03
O 2.83 0.04 2.09  0.01
H -2.59 -0.95 1.66  0.05
H -3.10 -0.69 0.33  0.08
O -3.15 -0.22 1.26  -0.15

Summary:
Total energy, eV: -18656.1580
Lowest unoccupied orbital energy, eV: 3.5564
Total charge: -1
Maximum force, eV Å⁻¹: 5.62

(10)
C29H39F8N5O34 | ωB97M-V/def2-TZVPD

Each line ends with the Löwdin charge.
CARTESIAN COORDINATES (ANGSTROEM)
C 0.26 3.13 8.82  0.07
N 0.76 2.07 7.80  -0.44
O 1.35 2.44 6.80  0.04
O 0.44 0.92 7.96  0.06
H 0.69 2.82 9.77  0.09
H -0.83 3.12 8.82  0.09
H 0.62 4.11 8.49  0.09
C -7.42 0.15 3.94  0.04
N -6.12 -0.41 4.40  -0.44
O -6.15 -1.55 4.70  0.09
O -5.12 0.36 4.60  0.01
H -8.07 -0.69 3.66  0.10
H -7.21 0.79 3.08  0.10
H -7.77 0.85 4.70  0.10
C -1.89 -2.46 -7.14  0.02
N -1.09 -1.32 -7.61  -0.43
O -0.44 -0.71 -6.78  0.06
O -1.03 -1.17 -8.85  0.06
H -2.18 -3.15 -7.94  0.10
H -2.72 -2.20 -6.49  0.10
H -1.21 -3.02 -6.50  0.09
C -6.44 2.43 -4.09  0.04
N -7.49 2.22 -3.04  -0.43
O -8.52 1.70 -3.50  0.04
O -7.23 2.60 -1.92  0.06
H -5.53 1.94 -3.74  0.09
H -6.27 3.50 -4.21  0.11
H -6.74 1.77 -4.90  0.09
C 1.91 -6.78 -4.55  0.03
N 1.74 -5.64 -3.64  -0.45
O 0.65 -5.39 -3.23  0.09
O 2.79 -5.00 -3.35  0.02
H 2.31 -6.45 -5.51  0.10
H 1.02 -7.38 -4.73  0.10
H 2.60 -7.38 -3.97  0.10
C 5.28 -1.40 5.42  -0.06
C 6.15 -2.64 5.42  -0.27
O 6.44 -2.80 6.81  0.17
C 6.43 -1.66 7.41  -0.52
O 6.90 -1.28 8.50  0.11
O 5.84 -0.74 6.55  0.03
F 7.23 -2.41 4.60  0.07
H 4.24 -1.60 5.64  0.14
H 5.47 -0.73 4.58  0.15
H 5.55 -3.47 5.08  0.17
C -3.36 5.27 2.32  -0.08
C -2.81 6.17 1.30  -0.38
O -2.91 7.48 1.82  0.15
C -3.92 7.43 2.74  -0.49
O -4.44 8.34 3.34  0.16
O -4.23 6.13 3.02  0.09
F -3.47 5.94 0.17  0.09
H -2.47 5.03 2.90  0.14
H -3.63 4.32 1.86  0.15
H -1.78 5.90 1.06  0.17
C -0.59 -6.25 4.80  -0.07
C 0.16 -5.08 5.24  -0.32
O 0.91 -4.92 4.06  0.10
C 1.16 -6.10 3.40  -0.53
O 1.90 -6.34 2.51  0.19
O 0.27 -6.99 3.90  0.07
F 1.06 -5.34 6.23  0.08
H -1.46 -5.99 4.19  0.15
H -0.87 -6.93 5.61  0.15
H -0.44 -4.21 5.50  0.18
C 8.58 -1.52 -3.71  -0.07
C 8.99 -2.45 -2.67  -0.31
O 8.63 -1.80 -1.46  0.18
C 7.65 -0.97 -1.77  -0.62
O 6.86 -0.56 -0.97  0.18
O 7.69 -0.65 -3.04  0.10
F 10.34 -2.61 -2.76  0.07
H 7.95 -1.93 -4.49  0.15
H 9.31 -0.89 -4.22  0.15
H 8.59 -3.46 -2.82  0.18
C 0.60 0.33 -0.62  -0.02
C 0.62 -0.74 0.50  -0.31
O -0.72 -1.15 0.69  0.13
C -1.52 -0.32 -0.04  -0.55
O -2.72 -0.46 -0.01  0.15
O -0.80 0.60 -0.66  0.07
F 1.05 0.00 1.51  0.07
H 0.79 -0.14 -1.59  0.14
H 1.20 1.21 -0.39  0.15
H 1.26 -1.62 0.41  0.17
C 6.06 6.58 0.98  -0.04
C 4.61 6.25 1.15  -0.38
O 4.20 6.04 -0.11  0.18
C 5.16 5.57 -0.82  -0.50
O 4.96 4.99 -1.95  0.08
O 6.34 5.83 -0.20  0.09
F 3.89 7.20 1.76  0.10
H 6.59 6.22 1.85  0.14
H 6.39 7.62 0.89  0.15
H 4.47 5.34 1.74  0.18
C -7.01 -5.03 -1.17  -0.05
C -6.74 -6.24 -1.97  -0.34
O -8.04 -6.84 -2.24  0.17
C -8.92 -6.15 -1.55  -0.63
O -10.08 -6.52 -1.35  0.12
O -8.37 -5.22 -0.91  0.13
F -6.07 -7.13 -1.33  0.14
H -6.79 -4.15 -1.78  0.14
H -6.46 -4.88 -0.25  0.16
H -6.27 -6.09 -2.94  0.17
C 0.84 5.68 -7.26  -0.10
C 0.05 5.37 -6.03  -0.37
O -1.23 5.51 -6.49  0.13
C -1.33 5.26 -7.84  -0.48
O -2.29 4.89 -8.42  0.19
O -0.02 5.26 -8.25  0.07
F 0.41 6.20 -5.01  0.07
H 1.77 5.11 -7.21  0.15
H 1.01 6.76 -7.31  0.15
H 0.28 4.35 -5.70  0.17

Summary:
Total energy, eV: -129491.9671
Lowest unoccupied orbital energy, eV: -0.3967
Maximum force, eV Å⁻¹: 7.42

(11)
C7H12N2O4S | ωB97M-V/def2-TZVPD

Each line ends with the Löwdin charge.
CARTESIAN COORDINATES (ANGSTROEM)
C 2.26 -1.89 -2.02  -0.04
O 1.45 -2.63 -1.11  -0.02
C 0.92 -1.96 -0.11  -0.33
C 0.07 -2.62 0.79  0.05
C -0.47 -1.85 1.80  -0.09
N -0.22 -0.55 1.92  0.10
C 0.59 -0.04 1.02  -0.41
S 0.79 1.76 1.06  0.68
C -0.51 2.28 2.22  -0.13
O 0.45 2.24 -0.25  -0.32
O 2.07 2.11 1.59  -0.30
N 1.18 -0.66 0.02  0.19
H 1.72 -1.00 -2.36  0.09
H 2.46 -2.56 -2.85  0.10
H 3.18 -1.58 -1.54  0.10
H -0.15 -3.67 0.66  0.12
H -1.14 -2.27 2.54  0.12
H -0.48 3.36 2.29  0.07
H -1.45 1.94 1.81  0.06
H -0.31 1.82 3.18  0.06
C -2.40 1.39 -1.88  -0.17
O -1.36 0.49 -1.60  -0.15
H -2.18 2.00 -2.76  0.08
H -2.59 2.06 -1.03  0.07
H -3.30 0.79 -2.07  0.08
H -0.60 1.02 -1.31  0.02

Summary:
Total energy, eV: -29457.9129
SMILES string: COc1ccnc(S(C)(=O)=O)n1.CO
Lowest unoccupied orbital energy, eV: 0.3159
Maximum force, eV Å⁻¹: 0.95

(12)
C17H12F5N2O3Zr | ωB97M-V/def2-TZVPD

Each line ends with the Löwdin charge.
CARTESIAN COORDINATES (ANGSTROEM)
Zr 1.20 -0.59 -0.40  2.03
C 2.16 3.89 -3.98  -0.05
O 1.71 2.89 -3.08  -0.06
C 0.93 3.28 -2.05  -0.21
C 0.56 4.58 -1.77  0.02
C -0.27 4.86 -0.67  -0.05
C -0.72 3.85 0.14  -0.03
C -0.34 2.52 -0.11  -0.14
C -0.91 1.47 0.69  0.00
N -0.48 0.25 0.69  -0.13
N -1.30 -0.70 1.31  0.11
C -1.11 -1.86 0.77  -0.37
O -0.18 -1.99 -0.20  -0.23
C -1.87 -3.04 1.19  -0.16
C -2.80 -2.94 2.22  -0.02
C -3.51 -4.07 2.60  -0.06
C -3.30 -5.28 1.96  -0.06
C -2.37 -5.38 0.93  -0.06
C -1.65 -4.26 0.55  -0.02
C 0.49 2.23 -1.21  -0.21
O 0.86 0.97 -1.51  -0.23
H 2.74 3.38 -4.73  0.10
H 1.31 4.40 -4.45  0.10
H 2.79 4.62 -3.47  0.10
H 0.90 5.39 -2.40  0.12
H -0.55 5.88 -0.47  0.12
H -1.37 4.06 0.98  0.12
H -1.78 1.69 1.30  0.15
H -2.96 -1.99 2.71  0.11
H -4.24 -4.00 3.40  0.11
H -3.86 -6.15 2.26  0.11
H -2.20 -6.32 0.44  0.11
H -0.92 -4.32 -0.25  0.11
F 3.54 -0.58 -0.82  -0.05
C 3.14 -1.56 0.16  -0.42
F 3.94 -2.61 0.08  0.13
C 3.20 -0.86 1.51  -0.57
F 4.30 -0.75 2.19  0.25
F 2.23 -1.38 2.27  0.16
F 2.71 0.44 1.21  0.04

Summary:
Total energy, eV: -41808.5293
Lowest unoccupied orbital energy, eV: -4.7048
Total charge: +1
Maximum force, eV Å⁻¹: 1.35